The following is a quantum chemistry calculation of a 5-piece molecular cluster, C40H58N7O3 overall in a non-equilibrium geometry, from the OMol25 dataset.

The geometry in ORCA input format:
```
! wB97M-V def2-TZVPD RIJCOSX def2/J DEFGRID3
* xyz 1 1
O 1.936 0.890 -0.209
O -3.402 1.652 -2.900
O -3.376 -3.472 1.870
N -6.769 1.256 2.552
N 0.252 -3.178 3.043
N -2.982 2.117 -6.086
N 4.368 5.369 6.506
N 4.928 -3.948 -1.817
N -2.285 -1.404 -1.331
N 1.955 3.185 2.632
C -0.936 -2.752 -3.120
C 1.851 -0.492 0.188
C -1.232 -1.353 -0.260
C -2.773 1.153 -1.688
C 4.646 7.119 4.349
C 4.056 -5.137 -1.980
C -1.956 -3.143 1.635
C -5.026 2.197 3.921
C -3.041 3.386 -8.132
C -1.776 -1.606 1.226
C 0.830 -4.473 -1.992
C 3.940 5.044 5.276
C -4.921 -0.105 3.277
C -4.321 2.008 -6.169
C 1.853 -4.130 -3.178
C -0.343 -3.399 -1.771
C 1.406 2.253 4.784
C -4.421 3.255 -8.192
C 4.791 -2.915 -0.809
C -3.312 -0.295 -1.253
C 5.096 7.482 5.610
C 1.342 -1.397 -1.072
C 5.910 -1.856 -0.915
C 1.317 4.307 3.004
C 0.709 4.475 4.237
C -4.370 0.975 3.951
C 4.936 6.578 6.648
C -6.215 2.284 3.214
C -2.372 2.802 -7.069
C -5.078 2.553 -7.193
C -1.697 -1.366 -2.710
C 4.056 5.875 4.174
C 0.061 -2.276 -0.647
C 6.765 -2.351 -2.126
C 1.987 2.183 3.528
C 3.119 -5.118 -3.281
C -6.113 0.085 2.596
C 0.755 3.425 5.142
C 6.088 -3.654 -2.629
C -1.188 -3.558 3.006
H 3.705 -4.939 -4.244
H -2.496 3.928 -8.895
H 4.014 -2.776 0.012
H -3.056 1.886 -0.838
H 1.461 1.412 5.465
H -4.625 3.062 4.435
H 0.800 -3.601 2.284
H 7.715 -1.839 -2.510
H -2.530 -1.207 -3.472
H 5.560 8.445 5.784
H -0.887 -0.549 -2.819
H -3.437 0.866 4.495
H 1.109 -0.750 -1.982
H 2.197 -2.150 -1.252
H -4.437 -1.075 3.281
H -2.805 -2.307 -1.247
H -6.154 2.432 -7.208
H 0.391 -2.164 3.114
H -0.821 -0.269 -0.272
H 3.483 4.064 5.190
H 1.103 -0.671 1.053
H 6.107 -0.942 -0.262
H -1.707 -3.089 3.916
H 3.694 5.560 3.203
H -1.293 2.874 -6.980
H 0.210 5.404 4.484
H 1.304 5.098 2.261
H -1.599 -3.886 0.835
H -2.728 1.850 -3.595
H -4.979 3.698 -9.010
H -6.582 -0.728 2.052
H 3.413 -5.361 -1.066
H 4.766 -6.043 -2.104
H 1.262 -4.265 -4.166
H 5.275 6.814 7.652
H -6.768 3.217 3.163
H -2.800 -1.100 1.420
H -1.756 -3.447 -3.518
H 2.856 -0.924 0.567
H 6.527 -4.227 -3.522
H 0.398 -2.901 0.268
H -1.221 -4.710 3.114
H 4.753 7.799 3.511
H 2.679 -6.188 -3.373
H -1.221 -3.982 -1.281
H 1.450 -4.508 -1.013
H -1.047 -1.063 1.942
H -3.840 -0.214 -0.247
H -1.641 1.237 -1.805
H 0.416 -5.522 -2.181
H -3.330 -4.435 2.105
H -0.159 -2.448 -3.894
H 0.289 3.518 6.116
H -4.133 -0.578 -2.019
H 2.237 -3.055 -3.190
H -4.790 1.453 -5.362
H 2.113 1.476 0.568
H 2.510 1.289 3.203
*
```

Output
* gap between HOMO and LUMO: 7.4643 eV
* HOMO: -9.745 eV
* LUMO: -2.3 eV
* maximum force: 5.5 eV/Å

***

The following is a quantum chemistry calculation of C40H59BFN6S3Ta as an isolated structure in a non-equilibrium geometry, from the OMol25 dataset.

The geometry in ORCA input format:
```
! wB97M-V def2-TZVPD RIJCOSX def2/J DEFGRID3
* xyz 2 1
Ta -0.422 -0.558 -0.005
S -1.242 1.025 -1.899
S -0.148 1.489 2.299
S 2.074 -0.321 -1.017
F -2.067 -4.180 -4.829
N 3.174 1.330 -2.940
N 1.752 3.395 3.077
N -2.392 3.543 -1.424
N 1.919 2.363 -1.488
N 1.510 3.137 0.923
N -0.329 3.302 -0.768
C 3.044 -0.870 -4.105
C 2.385 1.166 -1.856
C 0.169 -2.069 2.337
C 1.674 3.404 4.594
C 1.530 4.860 5.038
C 0.476 2.628 5.124
C -4.752 3.673 -0.770
C -0.400 -3.400 -3.396
C -2.429 -0.157 0.832
C -2.358 -1.969 -2.021
C 3.317 -3.515 -0.267
C -1.473 -3.699 1.258
C 3.883 -1.443 1.738
C -0.107 -3.055 1.356
C -3.812 3.410 -1.947
C 3.194 2.686 -3.253
C 2.413 3.319 -2.364
C -0.700 4.600 -0.478
C -1.364 2.672 -1.327
C 1.067 2.708 2.129
C 2.225 -3.018 0.648
C 0.951 -3.599 0.598
C -1.730 -3.441 -3.781
C 1.499 -1.604 2.497
C 5.085 -0.216 -2.766
C 2.496 -2.012 1.599
C -4.101 2.030 -2.521
C -0.048 -2.645 -2.293
C -1.968 4.754 -0.893
C -2.716 -2.725 -3.119
C 2.969 2.792 5.124
C -1.022 -1.925 -1.566
C 3.969 0.276 -3.687
C -4.007 4.454 -3.046
C 2.513 4.080 1.113
C 0.704 -4.890 -0.141
C -0.867 -1.695 3.380
C 4.580 0.899 -4.936
C 1.873 -0.726 3.659
C 2.664 4.235 2.433
B 0.938 2.555 -0.345
H 3.173 1.836 4.637
H 3.817 1.311 -5.600
H -2.603 5.622 -0.850
H -4.695 4.705 -0.421
H -0.610 -2.173 4.329
H -3.438 1.786 -3.351
H 5.110 0.118 -5.479
H -3.290 4.305 -3.857
H -0.032 5.299 0.000
H 5.666 -0.985 -3.279
H 2.760 -1.489 -3.256
H -3.176 -0.872 0.475
H -3.740 -2.765 -3.471
H -5.011 4.348 -3.456
H 0.994 -2.602 -2.009
H -0.896 -0.619 3.547
H 1.177 -0.834 4.488
H 3.862 -0.441 2.162
H 0.209 -5.595 0.530
H 3.568 -1.501 -4.825
H 2.916 -3.936 -1.187
H -1.540 -4.548 1.945
H 3.764 3.088 -4.071
H 0.338 -3.953 -3.968
H -0.455 2.945 4.655
H 5.309 1.674 -4.692
H -3.127 -1.395 -1.522
H 3.824 3.454 4.970
H -1.662 -4.071 0.254
H 1.878 0.324 3.364
H 1.629 -5.351 -0.471
H 4.494 -2.079 2.389
H 2.389 5.472 4.762
H 5.757 0.604 -2.505
H -1.865 -2.030 3.119
H -4.028 1.247 -1.765
H -2.279 -3.014 1.510
H -5.124 2.042 -2.901
H 1.440 4.895 6.124
H 3.921 -4.284 0.224
H 2.874 2.614 6.197
H 2.867 -0.982 4.028
H 0.589 1.459 -0.040
H 0.634 5.307 4.601
H 0.588 1.554 4.988
H -4.525 3.007 0.067
H 0.057 -4.761 -1.007
H -2.743 0.848 0.554
H 4.678 -0.646 -1.848
H 3.041 4.538 0.291
H 3.990 -2.709 -0.552
H 2.137 -0.486 -4.577
H 0.401 2.829 6.194
H -2.391 -0.195 1.928
H -3.908 5.475 -2.674
H -5.780 3.487 -1.083
H 3.352 4.865 2.970
H 4.392 -1.382 0.779
H 2.165 4.364 -2.273
*
```

Output
* gap between HOMO and LUMO: 6.0673 eV
* HOMO: -12.843 eV
* energy above the lowest of the compared OMol25 structures with the same formula, charge and spin: 115.1 kJ/mol
* LUMO: -6.8 eV
* maximum force: 1.5 eV/Å

***

Question: Number 2 is which compound?
Answer: C40H59BFN6S3Ta

***

Question: Which of these has the highest gap between HOMO and LUMO?
Answer: C40H58N7O3

***

Question: The lowest LUMO belongs to which entry?
Answer: C40H59BFN6S3Ta

***

Question: Among the records above, which one has the highest HOMO?
Answer: C40H58N7O3